Entry 1:
Density functional theory data (wB97M-V/def2-TZVPD) for a molecular structure, C38H41ClNO9S2SiV in a non-equilibrium geometry.

Output
Frontier orbital gap (alpha / beta) = 7.50 / 6.79 eV
LUMO level (alpha / beta) = -3.353 / -3.827 eV
E_HOMO (alpha / beta) = -10.9 / -10.6 eV

Structure (ORCA input):
```
! wB97M-V def2-TZVPD RIJCOSX def2/J DEFGRID3
* xyz 1 2
V -0.17 -0.45 0.64
O -0.45 3.25 2.31
Cl 0.18 1.99 2.24
O 0.65 1.53 3.49
O -0.84 1.04 1.73
O 1.25 2.03 1.29
O -1.67 -0.11 -0.24
S -2.31 1.25 -0.52
C -2.85 1.11 -2.28
C -3.46 -0.23 -2.76
C -2.73 -0.82 -3.98
C -1.39 -1.46 -3.68
S -1.53 -3.04 -2.73
O -2.39 -2.81 -1.55
C -2.58 -3.89 -3.93
C -2.00 -4.31 -5.12
C -2.77 -5.02 -6.03
C -4.09 -5.32 -5.73
C -4.65 -4.92 -4.53
C -3.89 -4.20 -3.61
C -3.96 0.99 0.16
C -4.92 1.99 0.04
C -6.18 1.78 0.55
C -6.49 0.59 1.20
C -5.52 -0.39 1.35
C -4.25 -0.20 0.82
H -1.93 1.35 -2.82
H -3.56 1.93 -2.40
H -4.51 -0.06 -3.02
H -3.44 -0.97 -1.97
H -2.60 -0.03 -4.73
H -3.37 -1.59 -4.43
H -0.75 -0.81 -3.08
H -0.87 -1.72 -4.60
H -0.96 -4.09 -5.33
H -2.33 -5.36 -6.96
H -4.69 -5.89 -6.43
H -5.67 -5.17 -4.29
H -4.29 -3.88 -2.66
H -4.67 2.92 -0.46
H -6.93 2.55 0.44
H -7.48 0.44 1.61
H -5.75 -1.30 1.87
H -3.48 -0.96 0.89
C 3.26 -0.58 2.85
C 2.37 -0.89 1.69
O 1.17 -0.53 1.76
C 2.83 -1.59 0.52
C 4.15 -2.05 0.37
C 4.56 -2.69 -0.77
C 3.66 -2.91 -1.81
C 2.35 -2.49 -1.70
C 1.91 -1.82 -0.55
O 0.67 -1.38 -0.43
H 2.69 -0.02 3.59
H 4.12 0.01 2.53
H 3.63 -1.51 3.30
H 4.86 -1.90 1.18
H 5.58 -3.03 -0.87
H 3.99 -3.40 -2.72
H 1.63 -2.66 -2.48
C -1.70 -0.87 6.32
C -2.24 -0.25 5.21
C -1.98 -0.74 3.94
C -1.18 -1.87 3.76
C -0.67 -2.51 4.89
C -0.93 -2.01 6.16
Si -0.70 -2.53 2.05
C -1.82 -3.92 1.45
C -3.21 -3.86 1.56
C -4.00 -4.92 1.15
C -3.42 -6.07 0.64
C -2.04 -6.14 0.52
C -1.25 -5.08 0.92
H -1.88 -0.48 7.32
H -2.85 0.64 5.33
H -2.41 -0.23 3.08
H -0.06 -3.39 4.78
H -0.51 -2.52 7.02
H 0.64 -3.22 2.15
H -3.67 -2.97 1.98
H -5.07 -4.85 1.23
H -4.03 -6.90 0.33
H -1.58 -7.04 0.13
H -0.17 -5.14 0.82
C 0.33 3.93 -0.95
C 0.84 2.55 -1.24
N 2.16 2.45 -1.47
O 0.10 1.57 -1.38
H 0.19 4.46 -1.89
H 1.04 4.49 -0.33
H -0.62 3.88 -0.42
H 2.79 3.21 -1.26
H 2.57 1.53 -1.57
*
```

From a Löwdin analysis of the wavefunction, the atomic charges in e read: 0.838 -0.248 0.727 -0.244 -0.471 -0.302 -0.595 1.136 -0.246 -0.190 -0.214 -0.297 0.966 -0.516 -0.399 -0.093 -0.069 -0.072 -0.062 -0.072 -0.354 -0.077 -0.059 -0.058 -0.047 -0.066 0.081 0.093 0.122 0.079 0.122 0.107 0.079 0.090 0.108 0.109 0.108 0.110 0.111 0.116 0.113 0.112 0.111 0.088 0.045 -0.281 -0.195 -0.074 0.001 -0.054 -0.032 0.024 -0.242 -0.162 0.093 0.111 0.112 0.121 0.115 0.120 0.108 -0.073 -0.070 -0.113 -0.303 -0.104 -0.079 0.858 -0.319 -0.105 -0.077 -0.076 -0.079 -0.117 0.107 0.109 0.078 0.099 0.105 0.024 0.088 0.104 0.106 0.105 0.092 0.012 -0.578 0.192 -0.071 0.099 0.093 0.074 0.118 0.117

Entry 2:
Density functional theory data (wB97M-V/def2-TZVPD) for a molecular structure, C38H41CrF6N3O2SSb2 in a non-equilibrium geometry.

Output
Frontier orbital gap (alpha / beta) = 7.17 / 7.51 eV
LUMO level (alpha / beta) = 0.104 / 0.051 eV
E_HOMO (alpha / beta) = -7.1 / -7.5 eV

Structure (ORCA input):
```
! wB97M-V def2-TZVPD RIJCOSX def2/J DEFGRID3
* xyz 0 5
Cr -0.78 1.61 1.20
N 2.03 1.54 1.27
C 2.50 2.66 0.48
C 1.39 3.71 0.36
N 0.16 3.09 -0.12
H 1.89 1.81 2.24
H 2.71 0.78 1.25
H 2.75 2.28 -0.51
H 3.39 3.15 0.90
H 1.73 4.51 -0.31
H 1.19 4.12 1.35
H 0.34 2.60 -1.00
H -0.52 3.82 -0.32
O -1.70 1.13 -0.41
N -2.96 0.71 -0.29
C -3.80 0.82 -1.35
C -5.07 0.30 -1.29
C -5.50 -0.35 -0.13
C -4.64 -0.42 0.95
C -3.37 0.14 0.88
S -2.28 0.12 2.20
H -3.39 1.35 -2.19
H -5.71 0.39 -2.15
H -6.47 -0.80 -0.08
H -4.93 -0.88 1.88
C -0.95 -1.29 -2.31
C -0.96 -2.60 -1.52
C -1.36 -2.41 -0.07
Sb 0.26 -1.38 1.00
C 0.09 -1.95 3.09
C 1.28 -1.83 3.79
C 1.33 -1.99 5.16
C 0.16 -2.25 5.86
C -1.03 -2.40 5.17
C -1.06 -2.28 3.79
C 1.36 -3.22 0.67
C 0.90 -4.36 1.29
C 1.52 -5.58 1.09
C 2.62 -5.67 0.26
C 3.09 -4.53 -0.37
C 2.46 -3.31 -0.17
Sb 0.85 -0.12 -1.99
C 2.07 -1.27 -3.37
C 3.35 -0.80 -3.63
C 4.19 -1.46 -4.51
C 3.76 -2.62 -5.13
C 2.49 -3.11 -4.86
C 1.66 -2.44 -3.99
C 0.46 1.40 -3.54
C 1.13 2.61 -3.41
C 0.95 3.64 -4.32
C 0.13 3.45 -5.42
C -0.52 2.23 -5.57
C -0.37 1.23 -4.63
H -1.79 -0.67 -2.01
H -1.05 -1.49 -3.38
H 0.03 -3.09 -1.57
H -1.67 -3.28 -2.00
H -1.51 -3.39 0.40
H -2.30 -1.86 -0.01
H 2.19 -1.60 3.24
H 2.27 -1.91 5.69
H 0.18 -2.33 6.93
H -1.94 -2.61 5.71
H -2.00 -2.41 3.26
H 0.05 -4.29 1.96
H 1.14 -6.47 1.58
H 3.10 -6.62 0.09
H 3.95 -4.59 -1.02
H 2.84 -2.43 -0.67
H 3.69 0.11 -3.14
H 5.18 -1.07 -4.71
H 4.41 -3.14 -5.82
H 2.15 -4.02 -5.34
H 0.68 -2.84 -3.79
H 1.83 2.76 -2.59
H 1.47 4.58 -4.19
H 0.00 4.24 -6.14
H -1.15 2.07 -6.44
H -0.89 0.29 -4.76
C -0.36 4.64 4.20
C -1.05 3.47 3.46
O -0.21 2.68 2.78
C -2.11 4.10 2.51
F -2.82 3.20 1.80
F -2.99 4.91 3.10
F -1.49 4.83 1.56
C -1.85 2.62 4.51
F -2.04 3.25 5.68
F -3.07 2.26 4.10
F -1.17 1.50 4.78
H 0.22 5.22 3.48
H 0.32 4.22 4.94
H -1.09 5.27 4.68
*
```

From a Löwdin analysis of the wavefunction, the atomic charges in e read: 0.425 -0.030 -0.270 -0.236 -0.026 0.074 0.068 0.084 0.116 0.120 0.101 0.029 0.102 -0.324 -0.184 -0.015 -0.051 -0.045 -0.066 -0.604 0.798 0.142 0.107 0.109 0.114 -0.372 -0.375 -0.338 1.390 -0.413 -0.147 -0.091 -0.094 -0.086 -0.183 -0.384 -0.137 -0.083 -0.096 -0.090 -0.144 1.459 -0.382 -0.151 -0.093 -0.095 -0.087 -0.126 -0.351 -0.167 -0.090 -0.092 -0.089 -0.121 0.026 0.047 0.075 0.113 0.061 0.033 0.091 0.100 0.099 0.102 0.072 0.091 0.102 0.098 0.101 0.077 0.088 0.101 0.100 0.102 0.083 0.072 0.103 0.101 0.101 0.089 0.026 -0.476 -0.246 -0.549 0.104 0.172 0.136 -0.576 0.139 0.112 0.141 0.088 0.100 0.090

Entry 3:
Density functional theory data (wB97M-V/def2-TZVPD) for a molecular structure, C38H41FMoN9O6S2.

Output
Frontier orbital gap (alpha / beta) = 6.59 / 6.99 eV
LUMO level (alpha / beta) = -3.936 / -3.674 eV
E_HOMO (alpha / beta) = -10.5 / -10.7 eV

Structure (ORCA input):
```
! wB97M-V def2-TZVPD RIJCOSX def2/J DEFGRID3
* xyz 1 3
Mo -0.54 0.40 -0.01
S -2.51 1.91 -0.08
C -3.29 0.36 -0.12
C -4.64 0.08 -0.34
C -5.05 -1.23 -0.27
C -4.13 -2.25 -0.01
C -2.81 -1.91 0.15
N -2.41 -0.63 0.08
H -5.33 0.89 -0.53
H -6.10 -1.48 -0.42
H -4.44 -3.28 0.06
H -2.04 -2.65 0.33
C -2.50 2.14 4.69
C -2.71 1.27 3.45
C -4.21 1.10 3.18
C -2.02 -0.08 3.60
C -2.52 -0.96 4.55
C -1.91 -2.18 4.78
C -0.78 -2.52 4.07
C -0.24 -1.67 3.11
C 1.09 -2.08 2.48
C 2.27 -1.81 3.42
C 1.10 -3.55 2.06
C -0.89 -0.45 2.86
N -0.31 0.53 1.94
C 0.31 1.59 2.66
C 0.84 1.41 3.94
C 1.47 2.44 4.62
C 1.57 3.70 4.05
C 1.03 3.92 2.79
C 0.42 2.88 2.13
F -0.10 3.14 0.91
H -2.99 3.11 4.55
H -1.45 2.32 4.89
H -2.94 1.67 5.58
H -2.27 1.79 2.60
H -4.72 0.70 4.05
H -4.39 0.43 2.35
H -4.65 2.07 2.95
H -3.39 -0.68 5.12
H -2.31 -2.86 5.53
H -0.29 -3.47 4.28
H 1.22 -1.49 1.58
H 2.14 -2.35 4.36
H 2.36 -0.75 3.66
H 3.20 -2.15 2.97
H 1.15 -4.21 2.93
H 1.98 -3.76 1.44
H 0.22 -3.82 1.48
H 0.74 0.45 4.42
H 1.87 2.26 5.61
H 2.05 4.51 4.58
H 1.06 4.89 2.31
S 0.39 -1.92 -0.94
C 1.82 -1.63 -1.86
N 2.98 -1.34 -1.26
C 4.28 -1.27 -1.93
C 4.21 -2.02 -3.25
C 2.98 -1.57 -4.02
N 1.80 -1.74 -3.18
H 2.95 -1.37 -0.25
H 5.02 -1.71 -1.26
H 4.55 -0.22 -2.09
H 4.15 -3.10 -3.06
H 5.11 -1.83 -3.83
H 2.83 -2.14 -4.93
H 3.07 -0.51 -4.29
H 0.95 -2.09 -3.61
N 4.76 1.04 1.25
C 3.75 1.41 0.40
C 2.45 0.94 0.59
N 1.47 1.27 -0.24
C 1.76 2.09 -1.27
C 3.06 2.52 -1.44
N 4.06 2.18 -0.63
H 4.52 0.68 2.16
H 5.62 1.55 1.17
H 2.21 0.29 1.42
H 0.95 2.42 -1.90
H 3.30 3.17 -2.28
O -0.82 2.65 -2.76
C -0.95 1.46 -2.94
O -0.80 0.51 -2.07
C -1.19 0.91 -4.33
C -1.10 -0.45 -4.54
C -1.17 -0.93 -5.83
C -1.40 -0.11 -6.92
C -1.52 1.24 -6.66
C -1.40 1.78 -5.40
N -1.75 2.15 -7.81
O -1.95 3.32 -7.55
O -1.73 1.66 -8.91
N -0.91 -2.36 -6.05
O -0.40 -2.97 -5.12
O -1.21 -2.84 -7.11
H -0.98 -1.11 -3.70
H -1.46 -0.50 -7.93
H -1.47 2.84 -5.23
*
```

From a Löwdin analysis of the wavefunction, the atomic charges in e read: 1.461 0.764 -0.708 -0.071 -0.037 -0.039 -0.123 -0.142 0.120 0.120 0.112 0.089 -0.036 -0.376 -0.052 -0.136 -0.019 -0.044 -0.029 -0.148 -0.411 -0.051 -0.087 -0.190 -0.128 -0.235 -0.033 -0.066 -0.059 0.011 -0.234 -0.002 0.088 0.066 0.084 0.067 0.080 0.061 0.090 0.116 0.112 0.112 0.025 0.092 0.053 0.082 0.078 0.077 0.064 0.118 0.114 0.113 0.129 0.731 -0.718 0.043 -0.145 -0.144 -0.136 0.056 0.111 0.131 0.114 0.129 0.127 0.132 0.131 0.090 0.157 -0.369 -0.097 -0.068 -0.078 -0.078 0.147 0.100 0.111 0.094 0.086 0.122 0.043 -0.601 -0.322 -0.077 0.060 -0.108 0.098 -0.097 0.097 -0.351 0.104 0.100 -0.335 0.053 0.128 0.107 0.138 0.140

Entry 4:
Density functional theory data (wB97M-V/def2-TZVPD) for a molecular structure, C38H41GeIrN2O6Se2.

Output
Frontier orbital gap (alpha / beta) = 6.36 / 6.52 eV
LUMO level (alpha / beta) = -4.038 / -3.972 eV
E_HOMO (alpha / beta) = -10.4 / -10.5 eV

Structure (ORCA input):
```
! wB97M-V def2-TZVPD RIJCOSX def2/J DEFGRID3
* xyz 1 2
Ir -0.39 -2.56 -0.13
O -6.03 1.19 -1.27
C -4.79 1.62 -1.80
C -3.77 0.55 -1.58
C -2.48 0.71 -2.08
C -1.53 -0.26 -1.81
N -1.82 -1.36 -1.11
C -3.07 -1.54 -0.66
C -4.06 -0.60 -0.86
C -3.29 -2.79 0.11
C -4.53 -3.39 0.26
C -4.63 -4.55 1.01
C -5.97 -5.23 1.19
O -6.94 -4.82 0.27
C -3.48 -5.07 1.59
C -2.27 -4.44 1.37
N -2.17 -3.32 0.63
H -6.69 1.87 -1.41
H -4.44 2.54 -1.31
H -4.86 1.83 -2.87
H -2.19 1.59 -2.65
H -0.51 -0.15 -2.16
H -5.06 -0.74 -0.46
H -5.40 -2.95 -0.20
H -6.35 -4.97 2.18
H -5.83 -6.32 1.18
H -6.76 -5.21 -0.59
H -3.51 -5.96 2.19
H -1.35 -4.81 1.80
O 2.32 -3.58 -2.94
C 3.40 -4.16 -2.23
C 3.19 -4.03 -0.73
C 4.47 -4.57 -0.08
O 4.32 -4.55 1.33
C 3.07 -2.56 -0.29
Se 1.58 -1.56 -1.06
C 2.02 -4.86 -0.18
Se 0.22 -4.68 -0.98
H 2.45 -3.69 -3.88
H 4.34 -3.64 -2.49
H 3.51 -5.22 -2.49
H 5.32 -3.95 -0.39
H 4.65 -5.59 -0.45
H 5.05 -5.03 1.73
H 3.97 -2.01 -0.57
H 2.95 -2.49 0.79
H 1.89 -4.62 0.87
H 2.25 -5.92 -0.24
O -0.62 -1.15 1.34
C -0.38 0.10 1.14
O 0.17 0.54 0.13
C -0.87 1.04 2.22
C -0.03 2.29 2.37
Ge 0.98 2.93 0.81
C 2.65 1.94 0.56
C 2.96 0.83 1.34
C 4.21 0.22 1.26
C 5.15 0.69 0.36
C 4.85 1.78 -0.44
C 3.62 2.41 -0.32
C 1.63 4.70 1.37
C 2.56 4.78 2.41
C 3.00 6.01 2.88
C 2.52 7.18 2.32
C 1.60 7.12 1.28
C 1.16 5.89 0.82
C -0.15 3.31 -0.74
C -1.50 3.60 -0.53
C -2.31 4.03 -1.56
C -1.79 4.17 -2.84
C -0.46 3.87 -3.07
C 0.36 3.46 -2.03
H -0.98 0.48 3.14
H -1.89 1.30 1.91
H 0.72 2.17 3.16
H -0.65 3.13 2.70
H 2.24 0.45 2.06
H 4.44 -0.61 1.91
H 6.12 0.22 0.29
H 5.59 2.16 -1.13
H 3.43 3.30 -0.91
H 2.96 3.88 2.85
H 3.72 6.05 3.69
H 2.86 8.14 2.68
H 1.23 8.03 0.83
H 0.45 5.86 0.00
H -1.92 3.51 0.47
H -3.35 4.29 -1.37
H -2.42 4.52 -3.65
H -0.04 3.98 -4.07
H 1.40 3.24 -2.23
*
```

From a Löwdin analysis of the wavefunction, the atomic charges in e read: 0.884 -0.042 -0.191 -0.133 0.033 -0.089 -0.026 -0.169 0.077 -0.174 0.068 -0.151 -0.201 -0.040 0.018 -0.113 -0.093 0.103 0.108 0.144 0.113 0.086 0.126 0.129 0.143 0.134 0.104 0.130 0.108 -0.154 -0.219 -0.557 -0.215 -0.040 -0.426 0.973 -0.478 0.676 0.109 0.138 0.140 0.134 0.136 0.104 0.076 0.079 0.054 0.078 -0.202 -0.645 -0.130 -0.145 -0.232 0.993 -0.262 -0.119 -0.106 -0.093 -0.077 -0.097 -0.267 -0.111 -0.086 -0.090 -0.087 -0.102 -0.269 -0.105 -0.118 -0.100 -0.081 -0.089 0.120 0.122 0.076 0.077 0.103 0.107 0.104 0.105 0.101 0.100 0.103 0.103 0.102 0.092 0.104 0.097 0.107 0.106 0.096

Entry 5:
Density functional theory data (wB97M-V/def2-TZVPD) for a molecular structure, C38H41NO4P3S2TcTe.

Output
Frontier orbital gap (alpha / beta) = 7.32 / 6.92 eV
LUMO level (alpha / beta) = -2.824 / -3.225 eV
E_HOMO (alpha / beta) = -10.1 / -10.1 eV

Structure (ORCA input):
```
! wB97M-V def2-TZVPD RIJCOSX def2/J DEFGRID3
* xyz 1 4
Tc -0.74 -0.77 -0.71
Te 3.31 2.19 1.50
C 3.78 0.71 2.95
C 3.80 1.02 4.30
C 4.11 0.02 5.21
N 4.39 -1.23 4.87
C 4.39 -1.52 3.56
C 4.10 -0.59 2.58
C 2.04 1.03 0.32
P 2.53 0.19 -1.04
C 1.65 -1.38 -1.21
C 0.95 -1.76 -2.37
C 0.60 -3.10 -2.58
C 0.88 -4.05 -1.62
C 1.49 -3.67 -0.42
C 1.88 -2.36 -0.21
C 4.28 -0.11 -1.25
C 4.80 -1.40 -1.28
C 6.16 -1.59 -1.46
C 7.00 -0.50 -1.61
C 6.49 0.79 -1.59
C 5.13 0.99 -1.41
P 0.31 0.84 0.68
C 0.24 0.24 2.41
C 0.17 -1.13 2.62
C 0.26 -1.66 3.91
C 0.42 -0.80 4.98
C 0.45 0.58 4.78
C 0.36 1.10 3.50
C -0.46 2.48 0.77
C 0.12 3.61 0.22
C -0.55 4.83 0.26
C -1.80 4.92 0.85
C -2.39 3.79 1.40
C -1.73 2.57 1.35
H 3.56 2.02 4.65
H 4.11 0.24 6.28
H 4.65 -2.54 3.30
H 4.13 -0.87 1.53
H 0.83 -1.05 -3.19
H 0.09 -3.38 -3.49
H 0.60 -5.08 -1.78
H 1.69 -4.41 0.35
H 2.39 -2.07 0.70
H 4.15 -2.26 -1.17
H 6.57 -2.60 -1.48
H 8.07 -0.65 -1.75
H 7.14 1.64 -1.71
H 4.73 1.99 -1.40
H 0.03 -1.80 1.78
H 0.20 -2.73 4.06
H 0.51 -1.20 5.99
H 0.55 1.24 5.63
H 0.38 2.17 3.35
H 1.09 3.55 -0.26
H -0.09 5.71 -0.17
H -2.31 5.87 0.89
H -3.37 3.86 1.86
H -2.19 1.68 1.77
C -4.34 -1.12 1.61
C -5.38 -0.84 0.54
C -5.76 0.62 0.43
O -4.98 -1.36 -0.77
P -3.59 -1.33 -1.52
S -2.25 -2.69 -0.91
S -2.66 0.47 -1.36
O -3.97 -1.73 -2.98
C -5.05 -1.24 -3.86
C -6.38 -1.84 -3.46
C -5.06 0.27 -3.91
H -4.72 -0.74 2.57
H -3.40 -0.61 1.39
H -4.15 -2.19 1.71
H -6.27 -1.43 0.75
H -4.89 1.25 0.26
H -6.25 0.93 1.36
H -6.47 0.77 -0.39
H -4.75 -1.64 -4.82
H -6.75 -1.39 -2.54
H -6.30 -2.92 -3.33
H -7.10 -1.65 -4.26
H -5.34 0.69 -2.94
H -5.78 0.60 -4.65
H -4.07 0.66 -4.18
C 1.46 2.54 -4.03
C 1.21 1.58 -2.91
O 2.32 0.90 -2.55
O 0.14 1.41 -2.38
H 1.97 2.04 -4.85
H 2.12 3.34 -3.67
H 0.52 2.97 -4.36
*
```

From a Löwdin analysis of the wavefunction, the atomic charges in e read: 0.678 1.327 -0.530 -0.140 -0.145 0.068 -0.143 -0.124 -0.898 0.837 -0.399 -0.144 -0.108 -0.089 -0.056 -0.124 -0.296 -0.066 -0.059 -0.056 -0.055 -0.104 0.801 -0.358 -0.111 -0.066 -0.066 -0.072 -0.101 -0.384 -0.109 -0.066 -0.070 -0.068 -0.125 0.098 0.110 0.107 0.068 0.110 0.121 0.119 0.120 0.102 0.099 0.113 0.114 0.114 0.087 0.064 0.111 0.112 0.114 0.105 0.077 0.109 0.109 0.109 0.098 -0.064 -0.410 -0.050 -0.284 -0.058 0.343 0.368 -0.295 -0.406 -0.042 -0.060 0.095 0.039 0.081 0.145 0.047 0.092 0.085 0.143 0.074 0.093 0.093 0.069 0.094 0.077 0.042 -0.556 -0.130 0.005 0.101 0.102 0.097

For the records above, the corresponding E_tot values read -127734.5405, -117273.3483, -92004.6560, -245378.9288, -108778.3694 eV.
For the records above, the corresponding ΔE to the lowest compared entry with this formula, charge and spin values read 661.2, 111.9, 0.0, 103.0, 51.7 kJ/mol.